25
Properties=species:S:1:pos:R:3 method="wB97M-V/def2-TZVPD" charge=+1 lumo_ev=-3.16 max_force_ev_per_a=2.57 multiplicity=1 homo_lumo_gap_ev=9.91 homo_energy_ha=-0.4806
N 2.64 0.70 0.79
C 2.37 -0.44 -0.11
C 1.29 -1.37 0.38
N 0.02 -0.60 0.48
C -0.88 -0.92 -0.63
C -1.96 0.20 -0.86
C -3.33 -0.30 -0.45
H 1.80 1.05 1.26
H 3.29 0.48 1.56
H 3.01 1.51 0.29
H 2.25 -0.07 -1.12
H 3.29 -1.03 -0.21
H 1.14 -2.19 -0.31
H 1.54 -1.71 1.38
H -0.41 -0.88 1.36
H -1.41 -1.85 -0.52
H -0.34 -1.08 -1.56
H -1.96 0.34 -1.93
H -1.62 1.11 -0.37
H -3.63 -1.25 -0.87
H -4.08 0.48 -0.63
H -3.55 -0.30 0.63
H 0.25 3.46 0.55
H -0.27 2.09 0.56
O 0.55 2.57 0.33

106
Properties=species:S:1:pos:R:3 method="wB97M-V/def2-TZVPD" lumo_ev="-0.42 / -0.44" max_force_ev_per_a=0.53 multiplicity=2 homo_lumo_gap_ev="6.59 / 6.63" homo_energy_ha="-0.2574 / -0.2600"
Ru -0.82 0.82 1.16
N -2.84 4.61 1.36
C -2.29 3.38 1.49
S -1.00 2.98 0.41
N -2.83 2.62 2.42
N -2.28 1.37 2.47
C -2.77 0.51 3.31
C -3.92 0.77 4.20
C -3.90 1.82 5.11
C -4.98 2.04 5.94
C -6.11 1.23 5.85
C -6.14 0.19 4.94
C -5.05 -0.05 4.12
C -2.14 -0.82 3.27
C -2.37 -1.80 4.23
C -1.77 -3.04 4.09
C -0.99 -3.29 2.98
C -0.79 -2.27 2.07
N -1.32 -1.06 2.22
H -2.34 5.31 0.84
H -3.47 4.92 2.08
H -3.02 2.46 5.16
H -4.95 2.86 6.65
H -6.96 1.42 6.50
H -7.02 -0.44 4.86
H -5.08 -0.86 3.41
H -3.00 -1.57 5.08
H -1.93 -3.80 4.85
H -0.52 -4.25 2.81
H -0.19 -2.42 1.18
Se 1.39 -2.11 -4.88
P 2.14 -0.35 -4.00
C 1.96 1.13 -5.04
C 1.35 1.03 -6.28
C 1.19 2.16 -7.07
C 1.64 3.39 -6.62
C 2.26 3.49 -5.37
C 2.42 2.37 -4.58
C 3.91 -0.47 -3.62
C 4.87 0.07 -4.46
C 6.22 -0.11 -4.18
C 6.60 -0.82 -3.05
C 5.64 -1.35 -2.21
C 4.30 -1.19 -2.49
C 1.47 0.13 -2.40
C 0.34 -0.13 -1.62
N 0.53 0.53 -0.45
N 1.65 1.23 -0.54
N 2.22 1.00 -1.69
P -1.24 -0.94 -1.82
Se -2.64 0.02 -0.48
C -1.76 -0.76 -3.53
C -1.65 0.49 -4.13
C -2.06 0.66 -5.44
C -2.58 -0.41 -6.15
C -2.71 -1.65 -5.54
C -2.30 -1.83 -4.23
C -1.09 -2.71 -1.47
C 0.04 -3.41 -1.90
C 0.16 -4.76 -1.63
C -0.84 -5.42 -0.93
C -1.97 -4.73 -0.50
C -2.09 -3.37 -0.76
H 1.01 0.06 -6.63
H 0.72 2.08 -8.04
H 1.52 4.27 -7.23
H 2.61 4.45 -5.02
H 2.88 2.45 -3.61
H 4.58 0.62 -5.34
H 6.97 0.32 -4.83
H 7.65 -0.94 -2.83
H 5.94 -1.90 -1.32
H 3.55 -1.59 -1.82
H -1.24 1.33 -3.57
H -1.96 1.63 -5.91
H -2.89 -0.27 -7.17
H -3.13 -2.48 -6.09
H -2.38 -2.80 -3.77
H 0.81 -2.90 -2.47
H 1.03 -5.29 -1.97
H -0.74 -6.48 -0.71
H -2.75 -5.24 0.05
H -2.96 -2.82 -0.41
C 0.03 1.98 6.50
C 0.60 0.75 6.17
C 0.82 0.41 4.84
C 0.46 1.29 3.82
C -0.11 2.52 4.15
C -0.32 2.86 5.48
N 0.68 0.95 2.46
C 2.01 0.53 2.21
C 2.30 -0.70 1.64
C 3.62 -1.07 1.39
C 4.66 -0.22 1.71
C 4.38 1.01 2.30
C 3.07 1.38 2.54
H -0.13 2.24 7.53
H 0.89 0.06 6.95
H 1.28 -0.53 4.59
H -0.36 3.21 3.36
H -0.74 3.82 5.72
H 1.50 -1.36 1.35
H 3.82 -2.03 0.93
H 5.69 -0.50 1.51
H 5.18 1.69 2.55
H 2.85 2.35 2.98

15
Properties=species:S:1:pos:R:3 method="wB97M-V/def2-TZVPD" lumo_ev="0.07 / -0.06" max_force_ev_per_a=3.41 multiplicity=1 homo_lumo_gap_ev="9.09 / 8.26" homo_energy_ha="-0.3316 / -0.3055"
C -1.61 -0.16 -0.91
C -0.72 0.51 -1.52
C 0.72 0.42 -1.30
C 1.15 -0.52 -0.14
C -0.50 -0.53 1.75
N 1.56 1.06 -1.99
N 0.07 -1.18 0.58
H -0.82 1.33 -2.32
H 1.78 0.00 0.61
H -2.46 -0.73 -0.71
H 1.79 -1.29 -0.51
H 0.17 -0.18 2.49
H -1.32 -1.17 2.03
H -1.09 0.38 1.42
H 1.31 1.86 -2.65

9
Properties=species:S:1:pos:R:3 method="wB97M-V/def2-TZVPD" lumo_ev=0.95 max_force_ev_per_a=4.53 multiplicity=1 homo_lumo_gap_ev=9.01 homo_energy_ha=-0.2961
N -0.42 -0.82 -1.28
P -0.25 0.86 -0.78
Si 0.20 0.38 1.38
H -0.43 -0.97 -2.33
H -1.34 -1.32 -0.98
H 1.01 0.99 -1.18
H 0.80 1.66 2.01
H -0.93 -0.15 1.92
H 1.34 -0.62 1.24

11
Properties=species:S:1:pos:R:3 method="wB97M-V/def2-TZVPD" lumo_ev=1.14 max_force_ev_per_a=0.90 multiplicity=1 homo_lumo_gap_ev=11.27 homo_energy_ha=-0.3726
C 0.94 1.87 -0.26
C -0.19 1.85 -0.96
H 1.85 2.34 -0.65
H 0.99 1.43 0.75
H -0.24 2.29 -1.96
H -1.10 1.38 -0.57
C -0.43 -2.26 0.70
F -0.95 -1.38 1.63
H 0.63 -2.05 0.52
H -0.98 -2.18 -0.25
H -0.52 -3.30 1.07

12
Properties=species:S:1:pos:R:3 method="wB97M-V/def2-TZVPD" lumo_ev=0.29 max_force_ev_per_a=1.45 multiplicity=1 homo_lumo_gap_ev=9.30 homo_energy_ha=-0.3312
O -0.24 -1.85 -1.49
C -0.25 -0.65 -1.35
C -0.86 0.08 -0.09
S -1.11 1.84 -0.47
C -0.02 -0.28 1.15
N 1.25 -0.27 1.30
S 2.20 0.46 0.08
H 0.15 0.03 -2.15
H -1.88 -0.35 0.10
H -1.85 1.93 0.63
H -0.58 -0.53 2.05
H 3.19 -0.42 0.23

59
Properties=species:S:1:pos:R:3 method="wB97M-V/def2-TZVPD" lumo_ev=-0.12 max_force_ev_per_a=2.03 multiplicity=1 homo_lumo_gap_ev=6.52 homo_energy_ha=-0.2439
Rb 0.42 -0.03 0.34
Cl 6.10 -0.16 5.69
C 4.67 -0.05 4.70
C 3.40 -0.01 5.30
C 2.29 0.09 4.53
C 2.33 0.18 3.09
O 1.26 0.34 2.44
C 3.64 0.08 2.49
C 3.95 0.05 1.09
N 3.16 0.05 0.07
C 3.70 0.02 -1.22
C 5.05 0.02 -1.54
C 5.51 0.00 -2.86
C 4.65 -0.01 -3.92
C 3.26 0.00 -3.66
C 2.32 -0.01 -4.72
C 0.98 0.00 -4.43
C 0.60 0.01 -3.09
N 1.44 0.01 -2.08
C 2.77 0.01 -2.33
C 4.78 -0.02 3.34
H 3.33 -0.05 6.38
H 1.31 0.14 4.97
H 5.03 0.00 0.94
H 5.80 0.04 -0.76
H 6.58 0.00 -3.04
H 5.00 -0.02 -4.94
H 2.68 -0.02 -5.74
H 0.24 0.00 -5.22
H -0.46 0.02 -2.83
H 5.76 -0.07 2.89
C -2.69 -2.76 1.63
P -2.31 -1.61 0.24
C -2.47 -2.75 -1.20
C -3.92 -0.72 0.14
C -5.14 -1.40 0.17
C -6.34 -0.70 0.17
C -6.33 0.69 0.14
C -5.13 1.37 0.10
C -3.91 0.68 0.08
P -2.30 1.56 -0.05
C -2.74 2.83 -1.32
C -2.34 2.58 1.48
H -3.54 -3.42 1.43
H -2.90 -2.16 2.52
H -1.81 -3.38 1.83
H -3.44 -3.25 -1.24
H -1.68 -3.51 -1.13
H -2.32 -2.18 -2.11
H -5.16 -2.48 0.20
H -7.28 -1.24 0.19
H -7.26 1.23 0.16
H -5.14 2.45 0.08
H -3.56 3.48 -1.02
H -3.02 2.30 -2.24
H -1.86 3.43 -1.53
H -3.31 3.05 1.64
H -1.57 3.34 1.41
H -2.11 1.93 2.33

122
Properties=species:S:1:pos:R:3 method="wB97M-V/def2-TZVPD" charge=-2 lumo_ev=3.84 max_force_ev_per_a=0.76 multiplicity=1 homo_lumo_gap_ev=5.45 homo_energy_ha=-0.0591
Bi 0.96 -2.80 2.13
Se 0.25 -4.63 4.02
Se 1.88 -4.56 5.73
Se 3.97 -5.12 4.88
Se 5.34 -3.28 4.77
C -2.17 -5.59 -3.01
C -1.46 -4.32 -3.36
C -0.09 -4.31 -3.59
C 0.61 -3.14 -3.84
C 2.09 -3.20 -4.11
C -0.08 -1.92 -3.83
C -1.48 -1.91 -3.70
C -2.28 -0.65 -3.86
C -2.14 -3.11 -3.45
C 0.67 -0.64 -4.03
C 0.94 -0.28 -5.35
C 1.64 0.87 -5.65
C 2.10 1.67 -4.63
C 1.85 1.34 -3.29
C 1.11 0.18 -2.97
Ge 0.83 -0.38 -1.05
S 2.12 -2.00 -0.50
S -1.38 -0.54 -0.51
Ge -0.77 0.49 1.40
S -0.56 -0.92 3.08
S 1.13 1.30 0.50
C -2.01 1.92 2.08
C -1.57 2.78 3.10
C -2.43 3.71 3.66
C -3.74 3.82 3.20
C -4.18 2.98 2.19
C -3.33 2.03 1.63
C -3.91 1.16 0.55
C -4.01 1.64 -0.75
C -3.45 2.99 -1.15
C -4.62 0.85 -1.72
C -5.11 -0.41 -1.42
C -5.73 -1.28 -2.49
C -5.01 -0.87 -0.12
C -4.42 -0.11 0.88
C -4.32 -0.64 2.29
C -0.17 2.68 3.63
C 0.86 3.43 3.06
C 0.61 4.45 1.99
C 2.17 3.22 3.51
C 2.46 2.31 4.51
C 3.87 2.01 4.92
C 1.40 1.66 5.14
C 0.09 1.84 4.73
C -1.04 1.15 5.45
C 2.43 2.29 -2.29
C 1.75 3.46 -1.96
C 0.36 3.75 -2.47
C 2.37 4.39 -1.13
C 3.62 4.16 -0.59
C 4.27 5.16 0.34
C 4.27 2.97 -0.91
C 3.71 2.04 -1.76
C 4.46 0.77 -2.10
H -1.62 -6.46 -3.38
H -3.18 -5.61 -3.43
H -2.25 -5.67 -1.93
H 0.46 -5.25 -3.56
H 2.38 -4.20 -4.43
H 2.65 -2.97 -3.19
H 2.39 -2.48 -4.87
H -1.68 0.17 -4.24
H -2.71 -0.33 -2.91
H -3.11 -0.82 -4.56
H -3.22 -3.10 -3.31
H 0.57 -0.92 -6.15
H 1.84 1.14 -6.69
H 2.66 2.57 -4.84
H -2.07 4.36 4.45
H -4.41 4.54 3.65
H -5.20 3.05 1.83
H -2.79 3.39 -0.39
H -4.26 3.71 -1.32
H -2.88 2.89 -2.08
H -4.68 1.22 -2.74
H -5.85 -0.73 -3.42
H -6.70 -1.66 -2.17
H -5.08 -2.14 -2.69
H -5.37 -1.87 0.13
H -5.00 -1.48 2.43
H -4.55 0.13 3.02
H -3.30 -1.00 2.49
H -0.45 4.55 1.76
H 1.14 4.17 1.07
H 0.98 5.43 2.31
H 2.98 3.77 3.04
H 4.58 2.65 4.40
H 4.11 0.97 4.67
H 4.01 2.13 6.00
H 1.61 0.96 5.94
H -0.65 0.38 6.12
H -1.72 0.67 4.75
H -1.61 1.87 6.04
H -0.09 2.87 -2.93
H 0.37 4.55 -3.22
H -0.28 4.07 -1.65
H 1.84 5.31 -0.88
H 3.70 6.09 0.38
H 5.29 5.39 0.01
H 4.33 4.76 1.35
H 5.25 2.77 -0.48
H 5.51 0.86 -1.83
H 4.38 0.55 -3.17
H 4.04 -0.08 -1.56
O 3.11 -1.07 3.10
H 3.79 -1.61 3.55
H 3.45 -0.91 2.21
N 2.15 -8.03 0.21
C 1.86 -6.95 0.99
N 1.69 -7.18 2.29
S 1.70 -5.43 0.31
H 2.55 -8.85 0.64
H 2.48 -7.81 -0.72
H 1.73 -8.11 2.67
H 1.36 -6.42 2.88
N -1.99 -4.02 0.95
C -0.96 -3.59 1.27

23
Properties=species:S:1:pos:R:3 method="wB97M-V/def2-TZVPD" charge=+4 lumo_ev="-17.27 / -17.26" max_force_ev_per_a=8.13 multiplicity=6 homo_lumo_gap_ev="7.48 / 7.53" homo_energy_ha="-0.9096 / -0.9107"
Dy -1.71 -0.55 -4.56
Ga 0.88 0.75 -0.38
Cl -2.22 -2.92 -4.53
Cl -0.20 2.59 -0.94
C 2.27 2.15 0.79
C 0.44 -1.33 -4.13
C 0.05 0.73 -5.53
O 2.65 3.19 1.14
O 1.58 -1.52 -4.01
O 1.01 1.34 -5.76
C -1.22 -1.29 1.08
P 0.10 -0.14 1.55
C -0.78 1.25 2.34
C 0.97 -0.93 2.91
H -1.96 -0.78 0.46
H -1.71 -1.69 1.97
H -0.79 -2.12 0.51
H -0.93 0.98 3.40
H -0.18 2.16 2.30
H -1.75 1.42 1.86
H 0.41 -0.78 3.84
H 1.08 -2.00 2.70
H 1.98 -0.49 3.01